# 1
Formula: C35H44CrIN3O6PS2
Source: the Open Molecules 2025 dataset
Level of theory: ωB97M-V with the def2-TZVPD basis set

Values from the calculation:
Orbital gap (spin up / spin down) (Ha): 0.2866 / 0.2970
Relative energy (zero: lowest compared OMol25 entry of this formula, charge and spin) (kJ/mol): 0.0
Highest occupied orbital energy (spin up / spin down) (eV): -7.8 / -8.1
2S+1: 4
⟨S²⟩: 3.790

Each line ends with the Löwdin spin population.
Cartesian coordinates (Å):
Cr  0.67569  -0.65025  0.28470  2.923
C  -1.29830  -3.51633  2.80834  0.001
C  -1.08715  -2.38329  1.85770  0.012
N  0.00718  -2.32965  1.17652  -0.021
N  0.64794  -3.56103  0.93696  0.005
C  1.28519  -3.57641  -0.20759  0.000
S  1.67985  -2.22760  -1.21869  -0.032
S  1.90703  -5.25102  -0.76216  -0.004
C  0.28822  -5.99164  -1.30803  -0.001
C  -0.46208  -4.93156  -2.08716  0.000
C  -0.02101  -4.56388  -3.37351  0.000
C  -0.58375  -3.50712  -4.08507  0.000
C  -1.63304  -2.81684  -3.49194  0.000
C  -2.11808  -3.17087  -2.23577  0.000
C  -1.54867  -4.23614  -1.57167  0.000
C  -2.14198  -1.37950  1.58676  0.007
C  -3.34832  -1.48120  2.31504  0.001
C  -4.57288  -0.99378  1.84873  0.008
C  -4.55958  -0.34972  0.58887  0.002
C  -3.34591  -0.13317  -0.05061  0.005
C  -2.14122  -0.66964  0.35856  0.006
O  -1.07291  -0.49494  -0.36818  0.041
H  -1.95825  -4.25697  2.45410  0.001
H  -1.63306  -3.05937  3.75319  0.000
H  -0.32741  -3.93405  3.03156  0.000
H  -0.29888  -6.36054  -0.45187  0.000
H  0.67022  -6.76869  -1.96341  0.000
H  0.84853  -5.06210  -3.78532  0.000
H  -0.20915  -3.20524  -5.02337  0.000
H  -2.06615  -1.98238  -4.06206  0.000
H  -2.92870  -2.69120  -1.73492  0.000
H  -1.96963  -4.44571  -0.59166  0.000
H  -3.44054  -2.02094  3.23939  0.000
H  -5.50127  -1.08364  2.44875  0.000
H  -5.51915  -0.10060  0.24221  0.000
H  -3.31343  0.47663  -0.93522  0.000
N  2.39544  -0.73360  3.53247  0.000
C  2.75826  -1.31522  2.39774  0.003
O  2.55236  -0.80892  1.29651  0.013
C  3.46682  -2.66150  2.48494  0.001
I  2.77201  -3.89099  4.05926  0.000
H  1.83517  0.10806  3.48105  0.000
H  2.67010  -1.10721  4.41643  0.000
H  4.50773  -2.48426  2.75106  0.000
H  3.33514  -3.24808  1.60433  0.000
O  0.25474  1.25041  3.97678  0.009
C  -0.19148  1.24466  2.84128  0.007
O  0.22200  0.52105  1.83804  0.036
C  -1.19364  2.31701  2.45002  0.001
C  -1.65737  3.24526  3.37459  0.001
C  -2.64493  4.18334  3.03677  0.000
C  -3.06901  4.18392  1.72578  0.000
O  -3.87852  5.08133  1.12928  0.000
C  -4.11950  4.49504  -0.14565  0.000
O  -3.05910  3.56894  -0.45198  0.000
C  -2.53385  3.28413  0.79358  0.000
C  -1.57550  2.37974  1.06973  0.000
H  -1.21897  3.33836  4.38023  0.000
H  -3.04419  4.79706  3.81403  0.000
H  -4.10656  5.30443  -0.87179  0.000
H  -5.04505  3.97347  -0.04765  0.000
H  -1.24254  1.75599  0.26140  0.000
C  2.79882  2.64504  1.42172  0.000
C  1.84558  2.84778  0.26296  -0.002
C  2.10443  4.21260  -0.38607  -0.001
P  1.56292  1.47057  -0.90512  -0.015
C  3.15826  1.20242  -1.79961  -0.004
C  2.82274  0.31038  -3.05166  0.000
C  4.26711  0.52069  -0.92469  0.000
C  0.36227  2.13909  -2.14911  -0.001
C  1.00437  3.26383  -2.99006  -0.001
C  -0.37944  1.17283  -3.04504  0.000
H  2.55744  3.34573  2.22850  0.000
H  3.85045  2.71686  1.11171  0.000
H  2.74893  1.63583  1.82788  0.000
H  0.88334  2.90156  0.71644  0.000
H  2.97145  4.16510  -1.03836  0.000
H  2.20501  4.92558  0.38730  0.000
H  1.27148  4.60124  -0.97616  0.000
H  3.55279  2.16926  -2.13037  -0.001
H  2.15509  -0.50327  -2.80522  0.000
H  3.76778  -0.00493  -3.46432  0.000
H  2.34426  1.01980  -3.78401  0.000
H  3.98819  -0.42434  -0.52212  0.000
H  4.57873  1.22848  -0.12196  0.000
H  5.14652  0.37088  -1.61262  0.000
H  -0.39207  2.64460  -1.53616  0.000
H  0.43869  4.22078  -2.96364  0.000
H  1.09979  2.94318  -4.04487  0.000
H  2.00490  3.47060  -2.60260  0.000
H  0.23401  0.68031  -3.86305  0.000
H  -1.19985  1.67283  -3.57542  0.000
H  -0.85291  0.36267  -2.48566  0.000

=====

# 2
Formula: C18H45ClLi2N3O6
Source: the Open Molecules 2025 dataset
Level of theory: ωB97M-V with the def2-TZVPD basis set

Values from the calculation:
Total charge: +1
Orbital gap (Ha): 0.2353
Relative energy (zero: lowest compared OMol25 entry of this formula, charge and spin) (kJ/mol): 355.3
Highest occupied orbital energy (eV): -10.8

Each line ends with the Löwdin charge.
Cartesian coordinates (Å):
Li  2.59906  1.24942  2.02187  0.612
Li  1.88383  2.86177  -0.48154  0.741
Cl  1.69440  0.42999  -0.08378  -0.132
C  -1.72463  1.68555  6.44325  -0.071
O  -1.03522  2.18867  5.24926  -0.189
C  0.40296  2.11640  5.41858  -0.214
C  0.93529  0.73297  5.06748  -0.208
N  0.97123  0.61104  3.59836  -0.080
C  1.34395  -0.85332  3.21959  -0.174
C  2.82298  -1.09840  3.30557  -0.211
O  3.46299  -0.50989  2.16754  -0.358
C  4.90344  -0.57194  2.08657  -0.059
H  -1.25350  0.78074  6.82723  0.080
H  -2.79093  1.52082  6.28847  0.089
H  -1.73933  2.42695  7.24215  0.085
H  0.68244  2.40606  6.43154  0.119
H  0.94167  2.89619  4.88024  0.118
H  0.36353  -0.11799  5.43769  0.121
H  1.93606  0.80308  5.49365  0.120
H  0.03809  0.79482  3.25841  0.104
H  0.86362  -1.11649  2.27719  0.096
H  0.88034  -1.52947  3.93793  0.118
H  3.11320  -2.14498  3.21316  0.137
H  3.24764  -0.82882  4.27257  0.127
H  5.24646  0.11796  1.31556  0.088
H  5.28148  -1.57486  1.88826  0.098
H  5.41243  -0.21935  2.98363  0.093
C  -1.75670  -0.13494  -0.64171  -0.116
O  -3.13065  -0.05353  -0.27497  -0.206
C  -3.97224  0.75742  -1.02403  -0.250
C  -5.32898  0.16159  -0.86134  -0.255
N  -6.26921  0.57109  -1.88506  -0.035
C  -7.48676  -0.24955  -1.64770  -0.223
C  -8.68254  0.32792  -2.28203  -0.247
O  -9.45896  1.24817  -1.46487  -0.187
C  -10.60171  1.66210  -2.25060  -0.099
H  -1.01371  -0.34316  0.12816  0.023
H  -1.38452  0.71068  -1.22008  0.067
H  -1.85338  -0.97095  -1.33442  0.095
H  -3.67010  0.57180  -2.05473  0.123
H  -3.93188  1.81798  -0.77563  0.127
H  -5.64317  0.41359  0.15152  0.126
H  -5.27225  -0.92658  -0.88886  0.125
H  -6.47986  1.48461  -1.50930  0.108
H  -7.84484  -0.30334  -0.61960  0.126
H  -7.20822  -1.25635  -1.95893  0.127
H  -9.30526  -0.55048  -2.45159  0.119
H  -8.42890  0.75732  -3.25125  0.126
H  -10.27826  2.15593  -3.16691  0.083
H  -11.31724  2.24063  -1.66628  0.088
H  -11.11236  0.75927  -2.58562  0.078
C  5.13347  -4.26763  -0.25634  -0.114
O  5.58703  -3.02791  -0.77865  -0.166
C  4.44699  -2.37219  -1.29711  -0.231
C  5.02603  -1.06983  -1.86103  -0.208
N  3.97931  -0.12931  -2.30815  -0.081
C  3.31064  -0.40813  -3.60789  -0.160
C  4.35691  0.00843  -4.71383  -0.239
O  4.38103  1.38489  -4.78498  -0.185
C  5.44430  1.95812  -5.48838  -0.115
H  4.31398  -4.10634  0.44403  0.084
H  5.80041  -4.84180  0.38679  0.083
H  4.98211  -4.94070  -1.10024  0.095
H  3.83697  -1.75849  -0.63428  0.091
H  3.83991  -2.93151  -2.00896  0.131
H  5.72752  -1.25025  -2.67555  0.107
H  5.64533  -0.60871  -1.09166  0.108
H  3.25407  -0.17415  -1.60665  -0.074
H  2.50106  0.30936  -3.74170  0.108
H  2.88140  -1.39733  -3.76703  0.108
H  4.03909  -0.36176  -5.68853  0.122
H  5.30265  -0.45778  -4.43756  0.105
H  5.12296  2.89252  -5.94854  0.083
H  5.73184  1.39041  -6.37333  0.089
H  6.30321  2.25194  -4.88502  0.087

=====

F_max in eV Å⁻¹, matching the order above: 2.6; 3.2
Total energy in eV, matching the order above: -121247.910; -49074.186